[1]
# CH6N4OS2

A cluster of 2 separate species, CH6N4OS2 in total at a distorted geometry (ωB97M-V with the def2-TZVPD basis set, the Open Molecules 2025 dataset).

total energy = -30809.3771 eV
molecular weight = 154.220 g mol⁻¹
E_HOMO = -0.312 Ha
ΔE to the lowest compared entry with this formula, charge and spin = 38.9 kcal per mole
frontier orbital gap = 8.9 eV

Last column: natural (NBO) charge in e.
Cartesian coordinates (Å):
C: 3.000 -0.053 0.748  0.649
N: -1.490 -2.714 1.104  -1.119
N: 3.912 0.731 0.540  -0.737
N: -1.391 -1.316 -1.022  -1.046
N: 2.047 -0.787 0.746  -0.689
O: -0.375 1.524 -1.066  -0.947
S: 1.215 -1.870 -0.293  0.157
S: -0.781 -1.504 0.572  1.200
H: -1.536 -2.859 2.081  0.394
H: 0.528 1.395 -1.383  0.477
H: 4.721 0.606 1.082  0.385
H: -0.401 2.300 -0.605  0.472
H: -2.222 -1.664 -1.284  0.389
H: -0.984 -0.661 -1.665  0.416



[2]
# CH6N6

The ion CH6N6 with charge +2 at a distorted geometry (ωB97M-V with the def2-TZVPD basis set, the Open Molecules 2025 dataset).

total energy = -10050.8807 eV
molecular weight = 102.101 g mol⁻¹
E_HOMO = -0.752 Ha
net charge = +2
ΔE to the lowest compared entry with this formula, charge and spin = 0.0 kcal per mole
SMILES string = N#[N+]/N=C\N(N)[NH3+]
frontier orbital gap = 10.4 eV

Last column: natural (NBO) charge in e.
Cartesian coordinates (Å):
C: 0.643 0.569 -0.606  0.376
N: 1.257 1.552 -0.086  -0.290
N: 1.328 2.245 0.927  0.255
N: 1.581 2.931 1.764  0.326
N: -0.868 -0.459 1.119  -0.617
N: -0.190 -0.362 -0.148  -0.079
N: -0.653 -1.403 -1.011  -0.467
H: 0.838 0.524 -1.769  0.273
H: -1.158 0.461 1.431  0.417
H: -0.422 -0.965 1.792  0.409
H: -0.303 -2.249 -0.703  0.450
H: -0.428 -1.285 -1.947  0.462
H: -1.626 -1.559 -0.764  0.485



[3]
# CH6NO

A cluster of 2 separate species, CH6NO in total at a distorted geometry (ωB97M-V with the def2-TZVPD basis set, the Open Molecules 2025 dataset).

total energy = -4663.0237 eV
molecular weight = 48.065 g mol⁻¹
E_HOMO = -0.535 Ha
net charge = +1
ΔE to the lowest compared entry with this formula, charge and spin = 40.2 kcal per mole
frontier orbital gap = 10.4 eV

Last column: natural (NBO) charge in e.
Cartesian coordinates (Å):
N: 0.658 0.334 -1.974  -0.868
H: 1.196 -0.591 -1.999  0.475
H: 0.115 0.581 -2.701  0.439
H: 0.093 0.624 -1.107  0.499
H: 1.414 0.901 -1.774  0.440
O: -0.250 0.249 0.876  -0.599
C: -0.682 -0.601 1.721  0.305
H: -0.713 -1.524 1.216  0.125
H: -0.611 -0.717 2.845  0.184



[4]
# CH6NO

A cluster of 2 separate species, CH6NO in total at a distorted geometry (ωB97M-V with the def2-TZVPD basis set, the Open Molecules 2025 dataset).

total energy = -4664.1288 eV
molecular weight = 48.065 g mol⁻¹
E_HOMO = -0.598 Ha
net charge = +1
ΔE to the lowest compared entry with this formula, charge and spin = 14.7 kcal per mole
frontier orbital gap = 10.4 eV

Last column: natural (NBO) charge in e.
Cartesian coordinates (Å):
O: -0.256 -0.309 -1.945  -0.964
H: -0.008 -0.772 0.216  0.476
H: -1.187 -0.472 -2.196  0.486
H: 0.110 -0.898 -2.609  0.491
C: 0.593 0.729 1.330  0.154
N: -0.170 -0.270 1.095  -0.567
H: 1.298 0.968 0.536  0.239
H: 0.252 1.532 1.979  0.239
H: -1.008 -0.349 1.667  0.446



[5]
# CH6NO

A cluster of 2 separate species, CH6NO in total at a distorted geometry (ωB97M-V with the def2-TZVPD basis set, the Open Molecules 2025 dataset).

total energy = -4664.4843 eV
molecular weight = 48.065 g mol⁻¹
E_HOMO = -0.542 Ha
net charge = +1
ΔE to the lowest compared entry with this formula, charge and spin = 6.5 kcal per mole
frontier orbital gap = 10.8 eV

Last column: natural (NBO) charge in e.
Cartesian coordinates (Å):
N: 1.338 0.895 0.519  -0.860
H: 2.188 0.382 0.275  0.452
H: 1.616 1.828 0.821  0.454
H: 0.744 0.346 1.140  0.472
H: 0.773 1.023 -0.332  0.477
O: -0.960 -0.209 -0.334  -0.618
C: -1.689 -1.133 -0.608  0.338
H: -1.235 -2.123 -0.771  0.135
H: -2.774 -1.008 -0.709  0.151



[6]
# CH6NO

A cluster of 2 separate species, CH6NO in total at a distorted geometry (ωB97M-V with the def2-TZVPD basis set, the Open Molecules 2025 dataset).

total energy = -4664.2535 eV
molecular weight = 48.065 g mol⁻¹
E_HOMO = -0.607 Ha
net charge = +1
ΔE to the lowest compared entry with this formula, charge and spin = 11.8 kcal per mole
frontier orbital gap = 10.7 eV

Last column: natural (NBO) charge in e.
Cartesian coordinates (Å):
C: -1.474 0.813 -0.582  0.159
N: -0.550 -0.056 -0.664  -0.578
H: -1.520 1.455 0.305  0.241
H: -2.001 1.149 -1.474  0.233
H: -0.091 -0.264 -1.550  0.442
H: -0.004 -0.444 0.120  0.475
H: 1.620 -0.811 2.008  0.499
H: 2.406 -1.147 0.773  0.502
O: 1.612 -0.694 1.064  -0.973



[7]
# CH6NO2

A cluster of 2 separate species, CH6NO2 in total at a distorted geometry (ωB97M-V with the def2-TZVPD basis set, the Open Molecules 2025 dataset).

total energy = -6719.3503 eV
molecular weight = 64.064 g mol⁻¹
E_HOMO = -0.112 Ha
net charge = -1
ΔE to the lowest compared entry with this formula, charge and spin = 11.1 kcal per mole
frontier orbital gap = 7.8 eV

Last column: natural (NBO) charge in e.
Cartesian coordinates (Å):
N: -1.735 -0.190 0.601  -0.930
C: -0.498 0.035 -0.328  0.165
O: 0.123 1.172 -0.235  -0.913
H: -2.483 0.166 0.076  0.326
H: -1.557 0.393 1.423  0.340
H: -0.828 -0.294 -1.405  0.049
H: 0.172 -0.912 -0.019  0.015
H: 1.721 0.471 -0.206  0.518
H: 2.448 -0.895 0.197  0.447
O: 2.635 0.055 -0.105  -1.017



[8]
# CH6NO2

A cluster of 2 separate species, CH6NO2 in total at a distorted geometry (ωB97M-V with the def2-TZVPD basis set, the Open Molecules 2025 dataset).

total energy = -6707.2400 eV
molecular weight = 64.064 g mol⁻¹
E_HOMO = -0.538 Ha
net charge = +1
ΔE to the lowest compared entry with this formula, charge and spin = 136.3 kcal per mole
frontier orbital gap = 10.1 eV

Last column: natural (NBO) charge in e.
Cartesian coordinates (Å):
C: -0.473 1.386 1.178  0.135
N: -0.164 1.423 -0.003  -0.559
O: 0.780 -1.982 -1.247  -0.386
O: -0.018 -1.178 -0.384  -0.628
H: -0.721 2.218 1.794  0.233
H: -0.580 0.338 1.459  0.228
H: -0.159 2.302 -0.431  0.416
H: 0.208 -2.771 -1.343  0.534
H: -0.211 0.504 -0.554  0.475
H: 1.338 -2.239 -0.469  0.553



[9]
# CH6NO3P2

A cluster of 2 separate species, CH6NO3P2 in total at a distorted geometry (ωB97M-V with the def2-TZVPD basis set, the Open Molecules 2025 dataset).

total energy = -27347.1645 eV
molecular weight = 142.011 g mol⁻¹
E_HOMO = -0.176 Ha
net charge = -1
ΔE to the lowest compared entry with this formula, charge and spin = 44.7 kcal per mole
frontier orbital gap = 8.8 eV

Last column: natural (NBO) charge in e.
Cartesian coordinates (Å):
C: 1.532 0.228 0.078  -1.031
N: -1.185 0.008 -1.022  -1.353
O: -0.083 -1.825 0.338  -1.040
O: 0.773 -1.574 -1.984  -1.149
O: -1.373 0.065 1.964  -1.148
P: -1.214 1.247 1.088  1.069
P: 0.194 -0.855 -0.819  2.285
H: 2.482 -0.120 -0.194  0.214
H: 1.453 1.402 -0.241  0.202
H: 1.404 0.327 1.171  0.217
H: -1.174 0.820 -1.762  0.371
H: -0.423 -1.190 1.098  0.529
H: -2.387 1.469 0.284  -0.165



[10]
# CH6NO3S

A cluster of 2 separate species, CH6NO3S in total at a distorted geometry (ωB97M-V with the def2-TZVPD basis set, the Open Molecules 2025 dataset).

total energy = -19590.5394 eV
molecular weight = 112.130 g mol⁻¹
E_HOMO = -0.489 Ha
net charge = +1
ΔE to the lowest compared entry with this formula, charge and spin = 0.0 kcal per mole
frontier orbital gap = 8.5 eV

Last column: natural (NBO) charge in e.
Cartesian coordinates (Å):
C: -0.376 1.213 0.057  0.107
N: -1.373 0.581 0.542  -0.617
O: 0.467 -1.605 0.124  -0.492
O: 0.528 -2.926 0.696  -0.404
O: 2.410 -0.559 -1.128  -0.863
S: 1.809 -0.706 0.293  0.894
H: -0.207 1.008 -1.020  0.247
H: 0.104 1.867 0.661  0.224
H: -1.769 0.709 1.506  0.450
H: -1.977 -0.116 -0.096  0.460
H: 0.716 -3.475 -0.143  0.472
H: 3.219 -1.092 -1.347  0.522



[11]
# CH6NOP

A cluster of 2 separate species, CH6NOP in total at a distorted geometry (ωB97M-V with the def2-TZVPD basis set, the Open Molecules 2025 dataset).

total energy = -13957.9547 eV
molecular weight = 79.039 g mol⁻¹
E_HOMO = -0.284 Ha
ΔE to the lowest compared entry with this formula, charge and spin = 81.9 kcal per mole
frontier orbital gap = 8.4 eV

Last column: natural (NBO) charge in e.
Cartesian coordinates (Å):
C: 1.280 0.867 0.177  -0.135
N: -1.145 -0.884 -0.519  -1.137
O: 1.686 -0.391 -0.246  -0.704
P: -1.261 0.735 0.180  0.462
H: 1.529 1.761 -0.454  0.201
H: 1.371 0.901 1.314  0.172
H: -2.080 -1.409 -0.547  0.379
H: -1.104 -0.694 -1.487  0.358
H: 1.182 -1.017 0.197  0.487
H: -1.456 0.130 1.386  -0.082



[12]
# CH6NOP

An isolated molecule of CH6NOP at a distorted geometry (ωB97M-V with the def2-TZVPD basis set, the Open Molecules 2025 dataset).

total energy = -13960.7031 eV
molecular weight = 79.039 g mol⁻¹
E_HOMO = -0.317 Ha
ΔE to the lowest compared entry with this formula, charge and spin = 18.5 kcal per mole
SMILES string = CP(N)O
frontier orbital gap = 9.6 eV

Last column: natural (NBO) charge in e.
Cartesian coordinates (Å):
C: 1.036 0.877 -0.200  -0.941
N: -1.221 -0.065 0.972  -1.134
O: -0.331 -1.056 -1.335  -0.994
P: 0.282 -0.822 0.234  1.138
H: 1.523 0.722 -1.147  0.232
H: 1.623 1.304 0.486  0.212
H: 0.174 1.640 -0.172  0.246
H: -0.968 0.041 2.003  0.367
H: -1.991 -0.728 0.904  0.375
H: -0.127 -1.913 -1.745  0.498